# 1
An isolated molecule of C19H22F4N2O2S. Source: OMol25; level of theory: the ωB97M-V functional and the def2-TZVPD basis.

Positions of all 50 atoms, in Å:
S -4.95128 -1.59150 -0.36666
F 1.78376 3.70782 -0.55187
F 0.28283 5.25215 -0.47936
F 0.65071 4.19309 -2.33350
F -0.40076 2.83321 0.73721
O -0.92791 1.40532 -2.33260
O -0.39134 -3.57027 0.82927
N 0.87065 0.95923 -1.04495
N 0.54032 -1.51671 0.79222
C -2.98827 -2.76326 1.22471
C -1.88416 3.54168 -0.95866
C 2.96242 -1.27772 0.42555
C -1.93971 -1.75321 0.76485
C 3.85163 0.82226 -0.35123
C -0.50396 3.02059 -0.64212
C 4.22606 -1.84470 0.25937
C -0.54813 -2.36308 0.82372
C -2.21393 -1.26976 -0.66542
C 5.28618 -1.09049 -0.20486
C -0.23201 1.68706 -1.37905
C -3.54170 -0.53727 -0.77620
C 0.57196 4.05697 -1.00605
C 1.84382 -2.14505 0.94071
C -4.37953 -2.14498 1.25865
C 1.42991 0.72028 0.29398
C 0.51286 -0.11814 1.17998
C 2.78121 0.06578 0.12476
C 5.09914 0.25304 -0.51547
H -2.97612 -3.62604 0.55834
H -2.61761 2.77342 -0.72370
H 0.84988 -0.01127 2.22010
H 0.95826 0.15761 -1.65976
H -1.96415 3.77269 -2.01796
H 1.82439 -3.09114 0.40550
H -5.11613 -2.87328 1.59723
H -4.41079 -1.30119 1.95396
H 5.92447 0.84860 -0.88239
H -3.54725 0.34097 -0.12227
H -2.72868 -3.12847 2.22142
H -0.49476 0.27916 1.11831
H -2.21628 -2.13666 -1.33156
H -1.41557 -0.60960 -1.00520
H 2.02393 -2.38888 1.99707
H 4.36869 -2.89369 0.49267
H -3.70258 -0.18801 -1.79582
H -2.07787 4.43297 -0.36626
H 1.57224 1.68313 0.77812
H 6.25903 -1.54723 -0.33152
H 3.69101 1.86651 -0.59240
H -1.99488 -0.89196 1.43917

Results
- structure (SMILES) = C[C@@](F)(C(=O)N[C@H]1CN(C(=O)C2CCSCC2)Cc2ccccc21)C(F)(F)F
- Kohn-Sham gap (eV) = 9.1
- largest force on an atom (eV/Å) = 0.54
- HOMO level (eV) = -8.555
- net charge = 0
- E (a.u.) = -1794.9372
- LUMO (eV) = 0.6
- ΔE to the lowest compared entry with this formula, charge and spin (kcal per mole) = 9.83

***

# 2
An isolated molecule of C19H22F4N2O2S. Source: OMol25; level of theory: the ωB97M-V functional and the def2-TZVPD basis.

Positions of all 50 atoms, in Å:
S -5.26964 -4.87906 -0.01931
F 0.66314 0.75520 -1.66825
F 1.90824 0.01974 -0.05188
F 0.58183 1.68149 0.28809
F -0.17728 -0.83767 1.35349
O -0.76573 -7.27013 0.34149
O -1.28617 -1.81484 -1.71510
N 0.69111 -2.50481 -0.85872
N 0.30480 -5.29010 0.49213
C -2.17763 -5.38298 0.72373
C -0.43423 -0.45098 0.03743
C -0.83517 -6.06919 0.52661
C 4.86861 -3.60512 -0.90661
C 1.56060 -6.01855 0.39533
C -3.83757 -3.85549 -0.42893
C 2.69998 -5.14295 -0.05455
C 0.69979 0.51281 -0.35341
C 2.60684 -3.75871 -0.08323
C 1.33636 -3.06082 0.34359
C 0.42653 -3.99424 1.13632
C 3.89392 -5.75038 -0.44621
C -2.56263 -4.66947 -0.57916
C -0.41293 -1.69608 -0.88251
C 3.69222 -2.99688 -0.51770
C -3.24194 -6.39223 1.14646
C -1.77371 0.24151 -0.01423
C -4.57343 -5.71043 1.42948
C 4.96925 -4.99364 -0.86676
H 3.96584 -6.83185 -0.42449
H -1.79341 1.04167 0.72187
H -3.35888 -7.14412 0.36577
H -2.90613 -6.91888 2.04354
H 1.60218 -2.22902 0.99221
H 1.80417 -6.48105 1.36200
H -2.09801 -4.63421 1.51872
H -1.75856 -4.00904 -0.90487
H 1.42152 -6.83699 -0.30696
H 5.88679 -5.48016 -1.17092
H -5.32213 -6.43996 1.73767
H -2.55877 -0.48080 0.19701
H -4.47109 -4.98583 2.24249
H 0.85297 -4.11201 2.14224
H -3.71055 -3.08748 0.34076
H -2.69456 -5.41991 -1.36336
H -4.07869 -3.34587 -1.36136
H -1.94794 0.64716 -1.00834
H 0.61195 -3.19943 -1.59496
H 3.59551 -1.91823 -0.54587
H 5.70687 -3.00751 -1.23934
H -0.54696 -3.52674 1.24821

Results
- structure (SMILES) = C[C@@](F)(C(=O)N[C@H]1CN(C(=O)C2CCSCC2)Cc2ccccc21)C(F)(F)F
- Kohn-Sham gap (eV) = 9.1
- largest force on an atom (eV/Å) = 0.70
- HOMO level (eV) = -8.532
- net charge = 0
- E (a.u.) = -1794.9348
- LUMO (eV) = 0.6
- ΔE to the lowest compared entry with this formula, charge and spin (kcal per mole) = 11.34

***

# 3
A structure of composition C19H22IrN8S3. Source: OMol25; level of theory: the ωB97M-V functional and the def2-TZVPD basis.

Positions of all 53 atoms, in Å:
Ir 0.85366 -1.72119 0.04642
S -3.12599 -2.32891 -2.09922
S 5.46544 -1.95297 0.95693
S 0.17646 -3.83898 4.02663
N 0.73879 -2.65565 1.76961
N 2.89037 -1.81465 0.59565
N -1.07179 -1.84205 -0.57937
N 4.17615 -0.98363 -1.19492
N -0.80493 -3.60955 -2.13927
N 0.44500 2.24637 -1.39479
N -1.57315 -2.92195 2.23473
N 0.97321 -0.09018 -0.90915
C 1.49353 3.33843 -1.38671
C 0.99753 4.50298 -0.54329
C 1.95044 -2.88808 2.45891
C -2.06469 -0.91103 -0.20481
C -0.31544 -3.06597 2.53934
C 3.11011 -2.43664 1.79388
C 4.05250 -1.52381 -0.00792
C -3.24932 -1.03315 -0.92942
C -3.04903 0.86213 1.05975
C -0.94333 2.67106 -1.82612
C -1.51606 -2.64189 -1.58117
C -1.38964 3.84136 -0.96355
C -0.37540 4.97966 -1.00560
C -4.33965 -0.21499 -0.68501
C 0.71322 1.05018 -1.14657
C 1.80653 -3.52270 3.66012
C 4.45837 -2.57864 2.14344
C -4.22475 0.73737 0.32114
C -1.95537 0.04464 0.80649
H -1.86809 -2.40450 1.41295
H 4.86513 -3.02754 3.04045
H 2.58617 -3.82374 4.34790
H -0.83638 2.95948 -2.87372
H 0.97433 4.20936 0.50942
H -2.99203 1.59997 1.84919
H -5.25856 -0.31624 -1.24813
H -5.06726 1.37993 0.53967
H 3.36387 -0.80955 -1.77202
H 1.61197 3.62042 -2.43509
H 2.42116 2.90297 -1.02035
H -1.18901 -4.16410 -2.89291
H -1.54509 3.49929 0.06314
H -1.59229 1.79942 -1.74771
H 1.73772 5.29905 -0.63532
H -1.04418 0.15164 1.38587
H -2.35802 4.16799 -1.34618
H -2.30244 -3.27156 2.84796
H 0.12878 -3.83978 -1.84161
H -0.30981 5.38315 -2.01980
H -0.71339 5.79584 -0.36909
H 5.08467 -0.80906 -1.61074

Results
- Kohn-Sham gap (spin up / spin down) (eV) = 4.5 / 4.5
- largest force on an atom (eV/Å) = 0.37
- HOMO level (spin up / spin down) (eV) = -19.551 / -19.581
- net charge = +4
- E (a.u.) = -2472.6890
- LUMO (spin up / spin down) (eV) = -15.0 / -15.1
- 2S+1 = 2
- ΔE to the lowest compared entry with this formula, charge and spin (kcal per mole) = 0.00

***

# 4
An isolated molecule of C19H22N2O3 at a distorted geometry. Source: OMol25; level of theory: the ωB97M-V functional and the def2-TZVPD basis.

Positions of all 46 atoms, in Å:
O 0.39571 1.73536 -0.33240
O -5.99638 -1.28079 -0.50242
O -1.68244 -0.08125 0.92093
N -3.83485 1.77533 -0.26761
N 0.76906 0.40655 -0.24458
C 5.74747 2.06259 -0.13660
C 4.58818 -2.43296 0.09397
C 3.21318 0.97508 -0.17791
C 1.77476 -2.43540 -0.02754
C -1.01522 1.85923 -0.38230
C 3.89054 -1.24527 -0.01069
C 3.87086 -3.62169 0.13757
C -1.68849 1.32634 0.89079
C 3.35250 2.34764 -0.25749
C 2.01407 0.13334 -0.17711
C 2.48294 -1.25039 -0.07131
C 4.34554 0.13897 -0.07733
C 4.63500 2.88232 -0.23550
C -4.24155 0.44775 -0.69193
C -3.13250 1.83925 1.00333
C 5.61466 0.68144 -0.05656
C -5.19072 -2.43098 -0.42743
C -5.43178 -0.13631 0.09442
C 2.48585 -3.62381 0.07776
H 1.95285 -4.56231 0.11354
H -0.80044 -0.36663 0.62479
H 5.66686 -2.44102 0.14107
H -3.37824 -0.20962 -0.59337
H -1.12308 1.70818 1.76000
H -4.52650 0.51029 -1.74693
H 4.40090 -4.55940 0.21917
H 6.48752 0.05025 0.01998
H 6.73376 2.50330 -0.12162
H -4.65064 2.37913 -0.23431
H -4.86393 -2.61805 0.60252
H -4.30663 -2.35535 -1.06897
H -1.41797 1.33210 -1.25223
H -3.62048 1.26508 1.80415
H 2.48651 2.98587 -0.33529
H 0.69676 -2.43518 -0.07587
H -5.12409 -0.36609 1.12554
H 4.76551 3.95271 -0.29664
H -3.09515 2.88784 1.30642
H -5.80996 -3.25936 -0.76777
H -6.24490 0.59732 0.12290
H -1.19505 2.92859 -0.48916

Results
- structure (SMILES) = COCCNC[C@@H](O)CON=C1c2ccccc2-c2ccccc21
- Kohn-Sham gap (eV) = 8.2
- largest force on an atom (eV/Å) = 1.37
- HOMO level (eV) = -8.536
- net charge = 0
- E (a.u.) = -1072.3697
- LUMO (eV) = -0.3
- ΔE to the lowest compared entry with this formula, charge and spin (kcal per mole) = 89.61

***

# 5
An isolated molecule of C19H22N2O4S. Source: OMol25; level of theory: the ωB97M-V functional and the def2-TZVPD basis.

Positions of all 48 atoms, in Å:
S -1.58251 -2.85567 2.24354
O 1.93255 2.34219 1.78567
O -0.52625 -1.78039 -0.32796
O -0.02473 -0.46246 3.35029
O 1.93566 -1.10931 2.47022
N -1.88090 -0.00853 -0.59763
N 2.26949 -0.71210 -1.59877
C 1.88940 0.50767 -2.09648
C 2.46969 0.19597 2.65736
C 1.39050 2.71585 -1.22974
C 1.27789 2.22612 -3.60031
C 2.09402 0.63867 0.17719
C -4.10062 0.88853 -1.06912
C 1.76826 1.39505 -1.00517
C 0.65336 -1.29275 2.80926
C -1.43434 0.21006 -1.95877
C -3.69524 1.12163 -2.52199
C 2.12553 1.17354 1.52000
C -2.61792 0.11709 -2.92020
C 1.14897 3.11274 -2.52843
C -1.41998 -1.06706 0.09729
C 2.38545 -0.63994 -0.25781
C 1.64986 0.91229 -3.40241
C -2.86430 0.96049 -0.17021
C -2.08711 -1.30381 1.44233
C 0.21997 -2.67519 2.39449
H -2.26998 0.31155 -3.93530
H 3.55502 0.07455 2.70473
H -2.41078 1.95593 -0.25845
H -3.02876 -0.89405 -2.88630
H -0.97047 1.19929 -2.02957
H -3.30308 2.13541 -2.63063
H 2.68315 -1.49723 0.31308
H -4.56068 -0.09703 -0.97064
H -3.13721 0.80527 0.87103
H -4.56348 1.02330 -3.17554
H 0.67816 -2.92794 1.43878
H 0.85597 4.13294 -2.72831
H 0.52161 -3.39999 3.15139
H -4.82567 1.63755 -0.74874
H -3.16552 -1.40845 1.32424
H 1.74875 0.22439 -4.22881
H 1.29766 3.39856 -0.40065
H -1.86739 -0.49093 2.13552
H 2.10189 0.62562 3.59493
H 1.08299 2.57842 -4.60228
H -0.68820 -0.55053 -2.18863
H 2.37626 -1.55319 -2.14197

Results
- structure (SMILES) = O=C(CSCC(=O)N1CCCCC1)OCC(=O)c1c[nH]c2ccccc12
- Kohn-Sham gap (eV) = 8.9
- largest force on an atom (eV/Å) = 0.75
- HOMO level (eV) = -8.378
- net charge = 0
- E (a.u.) = -1545.9305
- LUMO (eV) = 0.5
- ΔE to the lowest compared entry with this formula, charge and spin (kcal per mole) = 3.39

***

# 6
An isolated molecule of C19H22N4O4S. Source: OMol25; level of theory: the ωB97M-V functional and the def2-TZVPD basis.

Positions of all 50 atoms, in Å:
S 3.37721 -1.70765 -2.20317
O 3.64590 -3.10407 -2.02646
O -0.76790 2.35358 4.96192
O -1.73424 -0.42173 1.29665
O 4.47524 -0.78576 -2.08880
N -0.63897 0.64138 2.92884
N 2.14098 -1.29856 -1.13308
N -5.32200 1.37453 5.87920
N -1.81865 0.89615 3.62462
C 3.00648 -0.50348 -4.65474
C -5.49471 2.53041 6.49764
C -3.29806 3.25973 5.95817
C 1.43003 -2.21492 -4.04214
C -4.16585 1.13859 5.29069
C 2.54523 -1.44969 -3.76134
C 0.50151 -0.89428 -7.46358
C -3.11488 2.05571 5.27907
C 0.98548 -1.67973 0.96718
C 0.60657 0.41011 -0.34290
C 2.27914 -1.88004 0.18608
C 0.76485 -2.02551 -5.23971
C -1.80590 1.80741 4.62727
C 2.33636 -0.32011 -5.85207
C -4.50943 3.50477 6.57831
C 1.90645 0.12678 -1.08880
C 1.20968 -1.07708 -6.15723
C 0.66492 -0.18315 1.06931
C -0.68249 -0.00476 1.74253
H -4.07614 0.16378 4.82890
H -2.63383 0.51086 3.16440
H 0.44005 1.48762 -0.29562
H 1.44481 0.31972 1.64898
H 1.10537 -2.94657 -3.32032
H -4.68653 4.42613 7.11030
H -0.22667 -0.04870 -0.87641
H 0.15758 1.11681 3.33670
H 3.11998 -1.41933 0.72776
H -0.10844 -2.61810 -5.46939
H 2.69066 0.41688 -6.55774
H 2.74850 0.64182 -0.60197
H 3.88272 0.07068 -4.39727
H 0.61761 0.12226 -7.83083
H 2.49725 -2.93864 0.04304
H 1.08787 -2.11457 1.96250
H -0.55760 -1.11939 -7.36692
H -2.48901 3.97480 5.98362
H 1.84132 0.48050 -2.12002
H 0.92238 -1.57091 -8.20762
H 0.16431 -2.17701 0.45031
H -6.46511 2.67274 6.95416

Results
- structure (SMILES) = Cc1ccc(S(=O)(=O)N2CCC(C(=O)NNC(=O)c3cccnc3)CC2)cc1
- Kohn-Sham gap (eV) = 9.6
- largest force on an atom (eV/Å) = 1.00
- HOMO level (eV) = -9.304
- net charge = 0
- E (a.u.) = -1655.4043
- LUMO (eV) = 0.3
- ΔE to the lowest compared entry with this formula, charge and spin (kcal per mole) = 49.81

***

# 7
An isolated molecule of C19H22N4O6S2 at a distorted geometry. Source: OMol25; level of theory: the ωB97M-V functional and the def2-TZVPD basis.

Positions of all 53 atoms, in Å:
S 6.54688 0.37918 3.01766
S 3.82792 -0.92026 2.77818
O -1.86348 2.67932 0.14622
O -6.83469 -0.81300 -1.74937
O 2.01361 -0.63091 -2.87765
O -3.45272 2.77218 -1.30031
O 2.76843 -1.27408 3.67357
O 4.55361 -1.96289 2.11243
N 1.94193 -0.76112 -0.62997
N -2.49961 2.21472 -0.78438
N 3.24389 0.20918 1.67773
N -4.24598 0.26079 -2.11700
C -2.24685 -0.86672 -2.86051
C 3.38172 -0.88619 -0.52624
C 1.28032 -0.83743 0.65060
C -2.05558 0.97707 -1.33811
C 4.78145 0.72124 4.84758
C -0.69322 0.70714 -1.20340
C 1.80313 0.27938 1.56250
C -2.89390 0.14202 -2.11583
C -0.10371 -0.34016 -1.87995
C -6.04894 -1.21833 -2.84514
C 4.98405 0.08119 3.66408
C -5.08182 -0.09819 -3.24026
C 3.91935 0.21315 0.39466
C -5.02395 0.64276 -0.96145
C -0.89806 -1.09094 -2.75485
C 6.93315 1.38015 4.36141
C 1.36937 -0.58893 -1.84432
C -6.02730 -0.48184 -0.64768
C 5.90850 1.46835 5.25108
H -5.55081 1.58421 -1.15418
H 3.86240 0.63944 5.39692
H 3.80103 -0.79629 -1.52956
H -0.43103 -1.87222 -3.33446
H -5.46887 -1.37222 -0.31513
H 3.64071 -1.86139 -0.10136
H 0.19963 -0.77080 0.53275
H -6.74292 -1.43864 -3.65733
H -0.10855 1.38562 -0.60023
H -4.47654 -0.38236 -4.09824
H 1.54063 1.26405 1.16472
H 7.89803 1.84346 4.41666
H -2.83192 -1.50573 -3.50243
H 3.76975 1.19751 -0.05982
H 5.95139 2.04041 6.15979
H -5.67293 0.78719 -3.50753
H 4.98278 0.05722 0.57514
H -4.38412 0.76745 -0.08821
H -5.48388 -2.12859 -2.58888
H -6.70582 -0.16617 0.14580
H 1.39242 0.16948 2.56518
H 1.53111 -1.79845 1.11912

Results
- structure (SMILES) = O=C(c1ccc(N2CCOCC2)c([N+](=O)[O-])c1)N1CCN(S(=O)(=O)c2cccs2)CC1
- Kohn-Sham gap (eV) = 7.9
- largest force on an atom (eV/Å) = 1.33
- HOMO level (eV) = -8.321
- net charge = 0
- E (a.u.) = -2203.9358
- LUMO (eV) = -0.5
- ΔE to the lowest compared entry with this formula, charge and spin (kcal per mole) = 138.16

***

# 8
An isolated molecule of C19H22N6 at a distorted geometry. Source: OMol25; level of theory: the ωB97M-V functional and the def2-TZVPD basis.

Positions of all 47 atoms, in Å:
N -1.28307 -0.67300 1.48956
N 1.52016 1.05583 -0.77617
N 0.65801 3.54057 0.45840
N 0.09137 -0.67725 -0.34732
N 5.17512 -1.19811 -4.26015
N -1.38992 -2.27705 -0.15240
C 0.22831 2.63542 1.29387
C -5.41144 -2.27052 1.25290
C 0.00416 4.42234 2.98973
C 0.17122 5.40582 1.98103
C 3.97898 -1.33993 -2.16997
C -3.94771 -2.19234 1.10639
C -0.05084 3.07841 2.63998
C 3.67863 0.58640 -3.59060
C -0.88946 -1.15585 0.31247
C 2.71343 1.05454 -2.79235
C 2.93261 -0.77871 -1.29242
C -0.91001 0.53355 1.66854
C 0.70386 4.82713 0.79671
C -0.13745 1.27034 0.96840
C 0.46539 0.58225 -0.07411
C 2.39206 0.43045 -1.62950
C 4.36609 -0.61842 -3.28549
C -3.24842 -3.48541 0.92543
C -1.74037 -3.35003 0.84682
H 2.60590 -1.25348 -0.36745
H -1.37458 0.89964 2.60637
H -3.60936 -4.07960 1.80393
H -5.80473 -1.34502 1.57750
H 3.85816 0.94485 -4.61984
H -0.75874 -2.46033 -0.87588
H 1.63954 2.05959 -0.81661
H 4.46945 -2.27571 -2.03533
H -1.33207 -3.05708 1.83383
H 0.95525 5.47712 0.04991
H -3.60961 -3.90669 0.00674
H 4.99894 -0.98082 -5.24814
H 5.98417 -1.77294 -4.03786
H -0.21362 2.40080 3.50881
H -3.60214 -1.89396 2.09329
H -3.75948 -1.47194 0.25265
H 2.24336 1.96350 -3.08531
H -5.80428 -2.67120 0.28066
H -0.19928 4.67540 3.99662
H -1.23472 -4.24476 0.48043
H -5.68977 -2.85427 2.09781
H 0.16692 6.44045 2.13813

Results
- structure (SMILES) = CCCCNc1ncc(-c2ccccn2)c(Nc2ccc(N)cc2)n1
- Kohn-Sham gap (eV) = 8.0
- largest force on an atom (eV/Å) = 7.61
- HOMO level (eV) = -7.394
- net charge = 0
- E (a.u.) = -1065.6935
- LUMO (eV) = 0.7
- ΔE to the lowest compared entry with this formula, charge and spin (kcal per mole) = 85.46